# 1
Entry from OMol25: a cluster of 2 separate species, C5H8O2P in total at a distorted geometry (the ωB97M-V functional and the def2-TZVPD basis).

Values from the calculation:
molecular weight: 131.091 g/mol
gap between HOMO and LUMO: 7.301 eV
HOMO level: -3.34 eV
2S+1: 1
total charge: -1
relative energy (zero: lowest compared OMol25 entry of this formula, charge and spin): 187.1 kJ/mol

Geometry as XYZ:
```
16
C5H8O2P | OMol25 | the ωB97M-V functional and the def2-TZVPD basis
C -2.080 2.130 -0.432
C -2.100 0.978 -0.175
C 1.643 0.437 0.987
C -1.995 -0.442 0.030
C 1.481 -0.920 0.239
O 0.684 0.360 -1.994
O -0.159 -2.098 -1.676
P 0.230 -0.772 -1.168
H -1.965 3.171 -0.318
H 2.396 1.053 0.391
H 0.563 0.842 1.050
H 2.169 0.240 1.992
H -2.605 -1.104 -0.548
H -1.778 -0.828 0.981
H 1.095 -1.829 0.850
H 2.423 -1.219 -0.211
```

---

# 2
Entry from OMol25: the molecule C5H6Br2N2 at a distorted geometry (the ωB97M-V functional and the def2-TZVPD basis).

Values from the calculation:
molecular weight: 253.925 g/mol
gap between HOMO and LUMO: 9.601 eV
HOMO level: -9.18 eV
2S+1: 1
relative energy (zero: lowest compared OMol25 entry of this formula, charge and spin): 0.0 kJ/mol
structure (SMILES): C[C@@H](Br)c1[nH]ncc1Br

Geometry as XYZ:
```
15
C5H6Br2N2 | OMol25 | the ωB97M-V functional and the def2-TZVPD basis
C -2.082 2.101 -0.459
C -1.716 0.984 0.255
C -0.328 0.912 0.259
C 0.721 -1.033 -0.427
C 0.494 -0.266 0.802
N -0.969 2.747 -0.816
N 0.089 1.932 -0.513
Br -2.937 -0.118 1.246
Br 2.322 0.471 1.424
H -3.118 2.594 -0.600
H 1.080 -0.303 -1.136
H -0.201 -1.445 -0.822
H 1.366 -1.946 -0.302
H -0.033 -0.612 1.696
H 1.009 2.203 -0.740
```

---

# 3
Entry from OMol25: the molecule C6H11N at a distorted geometry (the ωB97M-V functional and the def2-TZVPD basis).

Values from the calculation:
molecular weight: 97.161 g/mol
gap between HOMO and LUMO: 8.795 eV
HOMO level: -7.74 eV
2S+1: 1
relative energy (zero: lowest compared OMol25 entry of this formula, charge and spin): 120.3 kJ/mol
structure (SMILES): C=C/C(=C\N)CC

Geometry as XYZ:
```
18
C6H11N | OMol25 | the ωB97M-V functional and the def2-TZVPD basis
C 0.251 -1.941 -1.123
C 0.849 -0.554 -0.906
N -0.913 2.695 -0.079
C -0.458 1.513 -0.669
C 0.045 0.422 -0.068
C 0.041 0.317 1.401
C 0.198 -0.812 2.098
H -0.151 -2.393 -0.215
H -0.572 -1.871 -1.832
H 0.970 -2.691 -1.462
H 1.886 -0.544 -0.558
H 0.895 -0.093 -1.893
H -1.695 3.117 -0.555
H -1.075 2.645 0.913
H -0.358 1.610 -1.745
H -0.438 1.133 1.931
H 0.007 -0.836 3.161
H 0.517 -1.718 1.601
```

---

# 4
Entry from OMol25: a structure of composition C15H23N4O5Pd at a distorted geometry (the ωB97M-V functional and the def2-TZVPD basis).

Values from the calculation:
molecular weight: 445.792 g/mol
gap between HOMO and LUMO: 7.447 eV
HOMO level: -10.55 eV
2S+1: 1
total charge: +1

Geometry as XYZ:
```
48
C15H23N4O5Pd | OMol25 | the ωB97M-V functional and the def2-TZVPD basis
Pd 0.208 0.021 0.073
N -0.649 0.255 -1.831
C 0.264 -0.502 -2.718
C -0.340 -0.878 -4.068
C -0.796 0.307 -4.925
C 0.338 1.049 -5.636
N 1.357 1.630 -4.744
C 1.167 2.629 -3.898
N 0.020 3.318 -3.912
N 2.108 2.944 -3.008
C 0.748 -1.762 -1.964
O 1.472 -2.532 -2.552
O 0.297 -1.835 -0.757
H -1.553 -0.207 -1.768
H -0.789 1.219 -2.110
H 1.168 0.093 -2.846
H -1.199 -1.527 -3.877
H 0.388 -1.484 -4.611
H -1.391 0.997 -4.320
H -1.457 -0.054 -5.714
H -0.058 1.833 -6.285
H 0.881 0.355 -6.275
H 2.222 1.120 -4.659
H -0.613 3.220 -4.688
H -0.073 4.150 -3.352
H 2.928 2.372 -2.892
H 1.957 3.667 -2.325
C -1.995 6.175 2.222
O -1.603 5.416 3.355
C -1.096 4.189 3.157
C -0.712 3.503 4.329
C -0.181 2.257 4.218
C 0.033 1.622 2.967
C 0.708 0.358 2.894
C 0.855 -0.550 4.079
O 1.229 -0.071 1.834
C -0.372 2.319 1.788
O -0.269 1.865 0.565
C -0.952 3.597 1.921
H -2.324 7.136 2.605
H -2.818 5.691 1.692
H -1.155 6.322 1.540
H -0.847 3.985 5.286
H 0.111 1.753 5.127
H 0.723 -0.069 5.040
H 1.826 -1.040 4.034
H 0.089 -1.322 3.974
H -1.273 4.080 1.010
```

---

# 5
Entry from OMol25: a cluster of 4 separate species, C4H15NO3 in total at a distorted geometry (the ωB97M-V functional and the def2-TZVPD basis).

Values from the calculation:
molecular weight: 125.168 g/mol
gap between HOMO and LUMO: 8.625 eV
HOMO level: -8.07 eV
2S+1: 1
relative energy (zero: lowest compared OMol25 entry of this formula, charge and spin): 154.1 kJ/mol
structure (SMILES): C=CNCC.O.O.O

Geometry as XYZ:
```
23
C4H15NO3 | OMol25 | the ωB97M-V functional and the def2-TZVPD basis
C 1.570 1.715 1.141
C 0.841 0.623 0.893
N 1.117 -0.134 -0.257
C 0.157 -1.029 -0.904
C 0.871 -2.225 -1.512
H 1.400 2.372 1.980
H 2.443 1.942 0.545
H -0.085 0.180 1.249
H 2.032 -0.065 -0.658
H -0.565 -1.436 -0.206
H -0.239 -0.456 -1.744
H 1.325 -2.889 -0.770
H 0.093 -2.808 -2.009
H 1.722 -1.983 -2.150
H 0.084 2.078 -1.037
H -0.317 2.181 -2.467
O -0.530 2.562 -1.596
H -0.319 -1.129 3.158
H -1.740 -0.276 3.229
O -1.235 -1.027 2.851
H -2.571 0.339 0.775
H -2.871 1.089 -0.540
O -3.183 0.374 0.029
```

---

# 6
Entry from OMol25: the molecule CH2IPS at a distorted geometry (the ωB97M-V functional and the def2-TZVPD basis).

Values from the calculation:
molecular weight: 203.972 g/mol
gap between HOMO and LUMO: 6.555 eV
HOMO level: -8.79 eV
2S+1: 1
relative energy (zero: lowest compared OMol25 entry of this formula, charge and spin): 417.9 kJ/mol

Geometry as XYZ:
```
6
CH2IPS | OMol25 | the ωB97M-V functional and the def2-TZVPD basis
C 0.805 -0.993 -0.795
P -0.561 0.254 -0.025
S -1.876 1.025 1.444
I 1.621 -2.292 0.585
H 0.698 1.050 0.197
H -0.686 0.956 -1.406
```

---

Calculated DFT total energy, -687.1453 -5451.6284 -289.9259 -1308.3108 -441.8232 -1076.3427 hartree (same order as the records).
Calculated LUMO, 3.96 0.42 1.05 -3.10 0.55 -2.23 eV (same order as the records).